C31H53ClN2O6P2PdSi2 | the ωB97M-V functional and the def2-TZVPD basis

The geometry in XYZ format:
```
98
Properties=species:S:1:pos:R:3
O 5.643 -0.141 4.662
N 4.705 0.043 5.479
H -2.276 5.455 -1.100
H -0.044 0.405 3.184
C 1.042 -3.575 -0.358
H -4.306 -0.208 -1.555
H -1.205 -4.680 3.132
C -0.659 -4.537 2.189
H -1.223 -1.137 2.208
H 4.146 -2.682 -2.765
C 1.274 -4.362 -3.319
P -0.596 -2.850 -0.129
C -1.791 -5.238 -1.145
H -0.721 5.694 0.489
C 0.922 0.296 3.654
H 1.900 -4.288 -4.219
H 2.308 0.411 6.743
C 1.585 -0.226 -2.020
H -2.367 5.474 -2.866
H 0.908 4.311 -0.854
C 3.470 2.697 -2.275
H 0.399 -4.424 2.457
H 1.248 4.757 -3.680
H 4.179 -0.297 2.858
C -3.340 3.179 -2.210
O 4.848 0.163 6.709
H 3.777 2.120 -1.393
H 1.724 -3.173 0.411
H -3.109 -2.195 -2.016
H 1.422 -5.368 -2.908
N -0.225 0.519 5.816
C -3.092 -3.150 -1.479
H -2.406 -5.672 -1.947
O -1.329 0.574 5.229
C 2.237 0.320 5.665
H -0.360 2.432 2.335
C -0.242 0.356 -3.247
C -0.963 -2.145 2.559
Pd -0.062 -0.612 -0.549
H 3.777 3.739 -2.110
Si 1.606 2.614 -2.500
H 0.359 4.704 1.496
H 3.880 -2.341 -1.040
H -0.765 -5.458 1.608
H -1.185 -3.572 -2.378
H -3.737 -3.857 -2.023
C -1.798 5.078 -2.013
C -1.674 -3.733 -1.400
H -1.723 3.325 3.037
C 2.078 0.054 2.901
H -2.528 3.868 0.696
C -0.692 4.913 1.253
C -1.397 2.750 2.158
H -0.964 0.929 -3.824
H -3.876 3.330 -1.264
O 1.015 0.604 0.916
H -3.818 3.833 -2.955
C 3.325 -0.078 3.504
H 1.002 -4.668 -0.308
H 2.535 -0.191 -1.491
C 0.793 3.219 -0.903
H 1.738 3.505 -4.824
H 4.054 2.326 -3.132
Cl -2.807 -0.097 0.279
H -2.037 1.865 2.084
H -2.309 -3.371 1.373
C -1.864 3.558 -2.074
C 2.035 -0.057 1.403
H -0.785 5.483 -2.081
H -1.344 3.187 -2.972
C 3.397 0.106 4.895
C -1.466 3.641 0.909
H 1.362 2.740 -0.084
C 0.928 -1.461 -2.397
H 0.070 3.565 -4.256
O -0.099 0.548 7.059
C -0.226 -1.061 -3.156
C -4.354 0.337 -0.619
C 0.904 0.895 -2.593
H -0.832 -5.770 -1.161
H 4.012 -4.015 -1.620
C 0.988 0.401 5.044
H 0.080 -2.199 2.896
H -5.318 0.129 -0.097
P -0.949 2.706 -0.638
C -1.221 -3.265 1.548
H -1.572 -2.327 3.454
H -3.464 2.147 -2.550
H -2.303 -5.447 -0.194
H -4.341 1.391 -0.879
H -0.880 -1.731 -3.714
Si 1.760 -3.084 -2.041
H 0.233 -4.279 -3.646
H -1.149 5.325 2.165
O 2.925 -0.682 0.804
C 3.618 -3.018 -1.862
C 1.110 3.700 -3.942
H -3.527 -3.004 -0.481
```

Calculated values
- Relative energy (zero: lowest compared OMol25 entry of this formula, charge and spin): 0.129 eV
- Spin multiplicity: 5
- Frontier orbital gap (spin up / spin down): 0.13226 / 0.12971 Eh
- Net charge: 0
- E_LUMO (spin up / spin down): -0.3 / -4.1 eV
- ⟨S²⟩: 6.045
- M: 809.8 Da
- Calculated total energy: -98599.8138 eV
- Max |F|: 2.654 eV/Å